Below is C38H34BrN2O3P2Sr as an isolated structure at a distorted geometry, with properties calculated with wB97M-V/def2-TZVPD.

Each line ends with the Löwdin charge.
Cartesian coordinates (Å):
Sr 1.916 -0.093 1.219  1.35
C -2.219 0.247 -2.629  -0.12
N -0.913 0.249 -1.902  -0.52
P -0.825 0.852 -0.303  0.97
C -1.739 2.470 -0.237  -0.34
C -0.988 3.594 -0.533  -0.11
C -1.515 4.907 -0.515  -0.06
C -2.817 5.056 -0.032  -0.06
C -3.598 3.910 0.209  -0.07
C -3.081 2.640 0.107  -0.10
C -1.849 -0.291 0.685  -0.39
C -2.197 0.048 1.962  -0.11
C -2.832 -0.861 2.768  -0.06
C -3.227 -2.081 2.279  -0.09
C -2.870 -2.447 1.026  -0.08
C -2.176 -1.533 0.234  -0.11
P 0.311 -0.942 -2.328  1.01
C -0.079 -0.965 -4.110  -0.38
C 0.276 0.063 -5.009  -0.07
C -0.182 -0.065 -6.315  -0.07
C -0.970 -1.141 -6.729  -0.08
C -1.496 -2.002 -5.797  -0.08
C -0.993 -1.957 -4.511  -0.13
C 1.870 0.025 -2.209  -0.39
C 3.017 -0.664 -1.703  -0.15
C 4.190 0.041 -1.361  -0.12
C 4.286 1.408 -1.644  -0.06
C 3.213 2.080 -2.239  -0.06
C 2.020 1.405 -2.531  -0.10
H -2.601 -0.728 -2.694  0.05
H -2.090 0.644 -3.633  0.08
H -3.001 0.828 -2.094  0.09
H 0.056 3.532 -0.848  0.09
H -0.855 5.714 -0.788  0.10
H -3.197 6.067 0.085  0.11
H -4.650 4.009 0.534  0.12
H -3.676 1.822 0.409  0.09
H -1.935 1.031 2.355  0.11
H -3.088 -0.596 3.793  0.12
H -3.830 -2.828 2.855  0.13
H -3.209 -3.380 0.572  0.11
H -1.694 -1.818 -0.699  0.06
H 0.954 0.833 -4.739  0.08
H 0.126 0.660 -7.051  0.11
H -1.340 -1.190 -7.753  0.11
H -2.146 -2.823 -6.164  0.12
H -1.240 -2.703 -3.764  0.09
H 2.963 -1.685 -1.477  0.05
H 5.048 -0.513 -0.968  0.08
H 5.155 1.976 -1.377  0.11
H 3.297 3.145 -2.449  0.12
H 1.167 2.003 -2.844  0.10
O 4.380 -5.792 -1.185  0.14
C 3.735 -4.898 -0.508  -0.31
C 2.353 -4.722 -0.450  0.02
C 1.828 -3.606 0.136  -0.14
N 2.574 -2.748 0.839  -0.05
C 3.884 -2.985 0.823  -0.71
Br 4.969 -1.653 1.721  0.79
C 4.566 -3.919 0.139  -0.02
H 3.776 -6.437 -1.614  0.16
H 1.674 -5.372 -0.984  0.13
H 0.785 -3.395 0.119  0.10
H 5.642 -3.961 0.168  0.12
C 0.015 3.666 3.706  -0.01
C 0.403 2.246 3.472  -0.41
O 1.053 2.023 2.416  -0.15
C 0.007 1.261 4.436  -0.11
C -0.788 1.620 5.534  -0.07
C -1.247 0.776 6.473  -0.08
C -0.987 -0.625 6.290  -0.05
C -0.187 -1.008 5.247  -0.04
C 0.327 -0.158 4.271  -0.38
O 1.023 -0.660 3.306  -0.30
H 0.226 3.882 4.766  0.09
H -1.088 3.835 3.616  0.11
H 0.633 4.266 3.024  0.09
H -1.114 2.630 5.670  0.10
H -1.857 1.140 7.291  0.10
H -1.430 -1.278 6.988  0.09
H 0.098 -2.080 5.181  0.13

Summary:
E_LUMO (eV): -2.488
Total charge: +1
Energy relative to the best compared isomer or geometry (same formula, charge and spin) (kcal/mol): 5.57
DFT total energy (Ha): -5091.0209
HOMO energy (Ha): -0.3589